C18H42NO6PS3 | ωB97M-V/def2-TZVPD

LUMO level: -0.5574 eV
gap between HOMO and LUMO: 7.673 eV
DFT total energy: -2752.83079 a.u.
total charge: 0
max |F|: 6.02 eV/Å

XYZ file:
```
71
Properties=species:S:1:pos:R:3:lowdin_charge:R:1
C -4.595 -1.072 0.557 -0.144
C -3.731 0.345 0.377 -0.228
C -2.434 -0.043 -0.604 -0.182
C -1.195 -0.579 0.327 -0.208
N 0.163 -0.563 -0.338 -0.224
C 1.244 -1.203 0.503 -0.195
C 1.771 -2.661 -0.026 -0.200
C 2.756 -3.444 1.075 -0.165
C 2.616 -5.066 0.717 -0.286
O 3.559 -5.899 1.489 -0.366
S 2.755 -6.130 3.012 1.007
O 3.616 -5.252 3.996 -0.469
O 2.884 -7.745 3.544 -0.564
P 2.579 -7.802 5.279 0.747
O 1.071 -7.330 5.569 -0.487
C 0.135 -1.074 -1.760 -0.983
S 1.032 -0.143 -2.916 0.560
S -0.794 -2.567 -2.403 0.749
C -1.971 -2.099 -3.811 -0.448
C -3.435 -2.795 -3.405 -0.321
C -3.591 -4.326 -3.981 -0.152
H -4.595 -1.727 -0.419 0.059
H -5.720 -0.871 0.826 0.072
H -4.104 -1.637 1.471 0.081
H -3.400 0.646 1.462 0.106
H -4.451 1.140 -0.127 0.110
H -2.852 -0.820 -1.374 0.064
H -2.103 0.916 -1.223 0.115
H -1.397 -1.645 0.827 0.135
H -1.122 0.179 1.247 0.133
H 0.789 -1.388 1.590 0.134
H 2.206 -0.530 0.657 0.140
H 2.387 -2.545 -1.021 0.121
H 0.848 -3.404 -0.172 0.103
H 2.421 -3.235 2.189 0.117
H 3.895 -3.188 0.926 0.128
H 2.831 -5.175 -0.447 0.151
H 1.502 -5.371 0.910 0.113
H 3.557 -6.984 5.957 0.031
H 2.777 -9.167 5.702 0.029
H -2.045 -0.922 -3.853 0.091
H -1.574 -2.550 -4.817 0.090
H -4.295 -2.132 -3.850 0.113
H -3.490 -2.830 -2.220 0.075
H -4.607 -4.747 -3.520 0.086
H -3.740 -4.269 -5.141 0.080
H -2.752 -5.067 -3.635 0.081
C -0.773 3.968 -0.905 -0.053
C -1.524 4.007 0.417 -0.498
C -1.443 5.382 1.060 -0.062
O -0.970 3.038 1.303 -0.066
H 0.290 4.189 -0.758 0.074
H -0.830 2.969 -1.350 0.064
H -1.186 4.692 -1.615 0.083
H -2.573 3.739 0.252 0.135
H -0.404 5.653 1.276 0.073
H -1.977 5.392 2.016 0.081
H -1.876 6.148 0.409 0.081
H -0.038 3.268 1.455 0.096
C 3.494 6.458 -1.427 -0.064
C 2.743 6.497 -0.105 -0.512
C 2.824 7.872 0.538 -0.065
O 3.297 5.528 0.781 -0.064
H 4.557 6.679 -1.280 0.081
H 3.438 5.459 -1.872 0.081
H 3.081 7.182 -2.137 0.081
H 1.694 6.229 -0.270 0.120
H 3.863 8.143 0.754 0.081
H 2.290 7.882 1.494 0.080
H 2.391 8.638 -0.113 0.081
H 4.229 5.758 0.933 0.092
```

=====

C4H14N2O | ωB97M-V/def2-TZVPD

LUMO level: 0.3861 eV
gap between HOMO and LUMO: 9.059 eV
DFT total energy: -345.40916 a.u.
total charge: 0
energy relative to the best compared isomer or geometry (same formula, charge and spin): 4.5449 eV
max |F|: 4.54 eV/Å

XYZ file:
```
21
Properties=species:S:1:pos:R:3:nbo_charge:R:1
C 0.100 -1.448 1.092 -0.640
C 0.774 -0.419 0.197 -0.041
C 2.069 0.140 0.817 -0.607
N -0.052 0.741 -0.202 -0.662
C -0.494 0.914 -1.554 -0.050
N -1.215 -0.240 -2.060 -0.847
H -0.293 -0.998 2.002 0.249
H -0.875 -1.651 0.614 0.204
H 0.709 -2.329 1.227 0.217
H 1.095 -0.827 -0.768 0.172
H 2.509 0.866 0.135 0.209
H 1.778 0.726 1.691 0.210
H 2.741 -0.644 1.128 0.202
H -0.638 1.091 0.536 0.415
H -1.120 1.799 -1.596 0.190
H 0.390 1.177 -2.158 0.150
H -0.582 -1.035 -2.138 0.351
H -1.468 -0.154 -3.034 0.359
H -1.661 0.174 0.530 0.459
H -2.329 1.237 1.696 0.457
O -1.438 0.880 1.845 -0.997
```

=====

C64H140F9N7O9S | ωB97M-V/def2-TZVPD

LUMO level: -7.6791 eV
gap between HOMO and LUMO: 1.495 eV
DFT total energy: -4878.21823 a.u.
total charge: +4
max |F|: 5.83 eV/Å

XYZ file:
```
230
Properties=species:S:1:pos:R:3:lowdin_charge:R:1
C 4.484 -1.387 9.417 -0.104
C 3.352 -0.783 8.587 -0.222
C 3.702 0.418 7.572 -0.136
C 2.456 0.887 6.714 -0.098
N 2.594 2.047 5.675 -0.207
C 3.694 1.817 4.623 -0.106
C 4.395 3.149 4.436 -0.165
C 4.557 3.581 5.875 -0.127
C 3.141 3.315 6.448 -0.042
C 1.195 2.327 5.022 0.039
H 4.882 -0.730 10.191 0.084
H 5.292 -1.834 8.840 0.076
H 4.152 -2.203 10.059 0.083
H 2.697 -0.365 9.352 0.107
H 2.776 -1.568 8.097 0.095
H 4.442 0.036 6.869 0.094
H 4.202 1.264 8.044 0.107
H 1.652 1.291 7.328 0.130
H 2.052 0.023 6.187 0.104
H 3.342 1.396 3.681 0.122
H 4.334 1.099 5.135 0.116
H 3.744 3.754 3.805 0.105
H 5.290 3.025 3.825 0.129
H 4.861 4.627 5.933 0.131
H 5.326 2.980 6.360 0.127
H 2.503 4.144 6.142 0.126
H 3.114 3.093 7.515 0.128
H 1.381 3.107 4.284 0.077
H 0.409 2.609 5.723 0.109
H 0.899 1.433 4.473 0.064
C 1.822 -4.646 -1.342 -0.089
C 1.467 -5.915 -2.226 -0.227
C 0.144 -5.778 -2.973 -0.189
C -0.054 -6.652 -4.267 -0.067
N -1.502 -6.513 -4.770 -0.182
C -2.513 -7.172 -3.698 -0.053
C -3.773 -7.559 -4.480 -0.161
C -3.308 -7.890 -5.852 -0.171
C -1.883 -7.416 -6.011 -0.069
C -1.893 -5.007 -5.092 0.041
H 1.779 -3.740 -1.947 0.038
H 2.830 -4.689 -0.930 0.071
H 1.059 -4.661 -0.563 0.051
H 1.467 -6.773 -1.554 0.108
H 2.312 -6.081 -2.893 0.107
H 0.245 -4.736 -3.277 0.080
H -0.614 -5.822 -2.191 0.115
H 0.097 -7.694 -3.986 0.132
H 0.487 -6.352 -5.164 0.135
H -2.740 -6.459 -2.906 0.099
H -2.071 -8.080 -3.289 0.136
H -4.472 -6.723 -4.438 0.120
H -4.381 -8.365 -4.069 0.133
H -3.920 -7.577 -6.697 0.128
H -3.470 -8.958 -6.000 0.127
H -1.718 -6.754 -6.861 0.122
H -1.128 -8.200 -6.071 0.133
H -2.941 -4.830 -5.333 0.121
H -1.310 -4.660 -5.946 0.079
H -1.541 -4.328 -4.315 0.054
C -4.551 -4.323 3.959 -0.104
C -3.417 -3.327 3.790 -0.245
C -4.003 -1.909 3.426 -0.150
C -2.928 -0.736 3.547 -0.090
N -3.597 0.656 3.574 -0.193
C -4.373 0.910 2.195 -0.041
C -3.901 2.253 1.721 -0.164
C -3.145 2.912 2.829 -0.149
C -2.588 1.851 3.798 -0.062
C -4.748 0.771 4.681 0.054
H -4.088 -5.283 4.190 0.083
H -5.307 -4.443 3.183 0.089
H -5.154 -4.013 4.812 0.083
H -2.659 -3.698 3.101 0.087
H -3.082 -3.250 4.825 0.102
H -4.964 -1.744 3.913 0.104
H -4.347 -1.934 2.392 0.092
H -2.053 -0.941 2.930 0.102
H -2.577 -0.613 4.572 0.113
H -5.453 0.875 2.343 0.138
H -4.119 0.065 1.556 0.103
H -4.726 2.917 1.462 0.132
H -3.341 2.241 0.787 0.093
H -3.846 3.481 3.440 0.122
H -2.365 3.491 2.335 0.099
H -2.647 2.118 4.853 0.121
H -1.631 1.449 3.467 0.091
H -5.532 0.067 4.402 0.089
H -5.341 1.685 4.651 0.116
H -4.298 0.588 5.657 0.106
C 0.979 -1.789 -10.778 -0.075
C 0.546 -0.708 -9.790 -0.268
C 0.172 -1.145 -8.406 -0.196
C -0.593 -0.092 -7.536 -0.081
N -1.088 -0.511 -6.097 -0.225
C -1.667 0.695 -5.406 -0.068
C -0.463 1.415 -4.830 -0.141
C 0.664 0.398 -4.631 -0.137
C 0.093 -0.861 -5.209 -0.105
C -1.998 -1.737 -6.336 0.051
H 0.231 -2.582 -10.774 0.079
H 1.913 -2.222 -10.418 0.077
H 1.152 -1.306 -11.739 0.088
H -0.361 -0.186 -10.096 0.115
H 1.307 0.070 -9.745 0.118
H 1.000 -1.547 -7.822 0.108
H -0.535 -1.974 -8.432 0.098
H -1.442 0.289 -8.105 0.133
H -0.124 0.884 -7.413 0.125
H -2.181 0.270 -4.544 0.135
H -2.362 1.202 -6.076 0.155
H -0.620 1.858 -3.847 0.103
H -0.187 2.190 -5.545 0.117
H 0.998 0.401 -3.593 0.080
H 1.411 0.743 -5.346 0.118
H -0.468 -1.340 -4.407 0.113
H 0.737 -1.608 -5.672 0.135
H -2.839 -1.425 -6.956 0.124
H -2.399 -1.894 -5.335 0.073
H -1.485 -2.577 -6.803 0.083
C 5.595 -1.240 -0.238 -0.065
C 4.987 -0.305 0.862 -0.242
C 5.007 1.206 0.534 -0.151
C 4.161 1.460 -0.802 -0.078
N 4.277 2.958 -1.307 -0.200
C 3.626 2.917 -2.748 -0.049
C 4.833 2.959 -3.741 -0.129
C 5.964 3.695 -3.003 -0.119
C 5.741 3.428 -1.494 -0.075
C 3.452 3.856 -0.337 0.021
H 4.982 -1.117 -1.131 0.059
H 5.563 -2.281 0.082 0.068
H 6.678 -1.155 -0.328 0.087
H 5.553 -0.438 1.784 0.103
H 3.958 -0.542 1.130 0.070
H 6.016 1.616 0.543 0.107
H 4.478 1.772 1.301 0.083
H 3.128 1.146 -0.648 0.097
H 4.477 0.876 -1.667 0.113
H 3.084 3.862 -2.757 0.125
H 3.010 2.022 -2.833 0.108
H 4.577 3.550 -4.621 0.121
H 5.116 1.992 -4.158 0.117
H 5.757 4.765 -3.042 0.121
H 6.985 3.412 -3.257 0.132
H 5.841 4.325 -0.883 0.129
H 6.396 2.606 -1.203 0.118
H 2.492 3.407 -0.083 0.085
H 3.347 4.865 -0.736 0.095
H 4.089 3.994 0.536 0.087
C 2.999 -2.985 3.008 0.060
N 1.456 -2.658 3.058 -0.280
C 1.144 -1.136 3.033 0.029
C 0.714 -3.337 1.906 0.016
C 0.885 -3.117 4.416 -0.073
C 1.225 -4.602 4.798 -0.216
O 0.905 -5.522 3.763 -0.046
H 3.593 -2.436 3.739 0.108
H 3.286 -2.704 1.995 0.086
H 3.172 -4.058 3.081 0.106
H 1.189 -0.719 4.039 0.071
H 0.102 -1.082 2.719 0.082
H 1.802 -0.736 2.262 0.090
H 1.257 -4.246 1.649 0.091
H 0.847 -2.765 0.988 0.084
H -0.350 -3.482 2.091 0.100
H -0.143 -2.756 4.449 0.126
H 1.459 -2.578 5.170 0.113
H 0.657 -4.841 5.698 0.126
H 2.165 -4.831 5.299 0.127
H 1.132 -6.391 4.102 0.111
C -1.004 7.137 2.050 0.064
N 0.547 6.860 1.934 -0.292
C 0.748 5.377 2.304 0.002
C 0.978 7.045 0.493 -0.006
C 1.412 7.820 2.809 -0.064
C 0.809 9.221 3.120 -0.201
O 0.703 9.889 1.874 -0.042
H -1.457 6.285 1.543 0.098
H -1.357 8.129 1.770 0.111
H -1.167 6.957 3.113 0.103
H 1.816 5.191 2.194 0.089
H 0.332 4.811 1.470 0.070
H 0.377 5.095 3.289 0.102
H 0.479 6.365 -0.197 0.103
H 2.041 6.832 0.383 0.093
H 0.762 8.020 0.055 0.115
H 2.351 7.883 2.259 0.128
H 1.618 7.261 3.722 0.122
H 1.467 9.803 3.765 0.136
H -0.129 9.093 3.661 0.121
H -0.191 10.212 1.741 0.104
C -2.876 -2.064 -0.352 -0.599
F -2.688 -0.766 -0.402 0.144
F -2.285 -2.683 0.702 0.084
F -4.214 -2.290 -0.183 0.106
S -2.350 -2.999 -1.973 0.516
O -3.187 -4.255 -2.016 -0.332
O -2.651 -2.178 -3.114 -0.331
O -0.916 -3.213 -1.843 -0.349
C -8.908 2.649 -1.775 -0.432
O -7.527 3.099 -1.809 -0.090
O -9.651 3.825 -2.031 -0.272
C -9.196 1.345 -2.704 -0.588
F -10.475 0.919 -2.736 0.118
F -8.775 1.417 -3.919 0.183
F -8.649 0.255 -2.095 0.054
C -6.569 2.160 -1.519 -0.363
C -5.307 2.886 -1.700 -0.108
H -5.323 3.789 -1.090 0.080
H -4.423 2.356 -1.347 0.036
H -5.187 3.125 -2.757 0.085
H -6.593 1.291 -2.177 0.115
H -6.599 1.907 -0.459 0.104
H -9.211 2.314 -0.783 0.118
C -0.211 1.431 0.521 -0.345
O 0.858 0.548 -0.004 -0.128
O 0.373 1.879 1.747 -0.291
C -0.593 2.620 -0.542 -0.592
F -1.458 2.157 -1.396 0.166
F -1.134 3.687 0.087 0.113
F 0.421 3.007 -1.299 0.137
C 0.397 -0.464 -0.900 -0.270
C 1.567 -1.048 -1.633 -0.091
H 1.456 -1.763 -2.448 0.073
H 2.210 -0.266 -2.036 0.047
H 2.273 -1.552 -0.973 0.067
H -0.282 -0.179 -1.703 0.115
H -0.028 -1.295 -0.337 0.083
H -1.095 0.885 0.849 0.118
```